{
  "formula": "C52H59N3OP2S6Zr",
  "method": "the ωB97M-V functional and the def2-TZVPD basis",
  "total_charge": -2,
  "orbital_gap_ev": 5.8680,
  "e_above_lowest_kcal_mol": 0.4,
  "lumo_energy_ev": 4.0,
  "energy_ha": -5375.58714,
  "elements": ["Zr", "C", "C", "N", "N", "C", "S", "S", "C", "C", "C", "C", "C", "C", "C", "C", "C", "C", "C", "C", "C", "O", "H", "H", "H", "H", "H", "H", "H", "H", "H", "H", "H", "H", "H", "H", "C", "C", "S", "C", "C", "S", "H", "H", "H", "H", "H", "H", "C", "P", "C", "C", "C", "C", "C", "C", "C", "H", "H", "H", "H", "H", "H", "H", "H", "H", "H", "H", "S", "P", "S", "C", "C", "C", "C", "C", "C", "C", "C", "C", "C", "C", "C", "H", "H", "H", "H", "H", "H", "H", "H", "H", "H", "C", "C", "C", "C", "C", "C", "C", "C", "N", "C", "C", "C", "C", "H", "H", "H", "H", "H", "H", "H", "H", "H", "H", "H", "H", "H", "H", "H", "H", "H", "H"],
  "xyz": [[-0.232095, -1.766941, 0.126768], [2.441814, 0.971447, 1.315155], [1.183940, 0.508749, 1.975504], [1.071860, -0.735636, 2.294314], [0.230781, -1.009545, 3.379272], [-0.743871, -1.827371, 3.381215], [-1.663236, -2.639863, 2.156521], [-1.418531, -2.239014, 4.994876], [-0.319745, -1.336046, 6.117286], [-0.802992, 0.037132, 6.488611], [-1.779641, 0.201162, 7.468698], [-2.234158, 1.463422, 7.816559], [-1.717656, 2.586289, 7.181865], [-0.751664, 2.431497, 6.198452], [-0.296591, 1.166298, 5.854574], [0.067153, 1.441747, 2.201606], [0.137904, 2.653079, 2.866808], [-0.981266, 3.470787, 2.969638], [-2.171008, 3.060087, 2.377461], [-2.252506, 1.867966, 1.677043], [-1.132421, 1.036516, 1.559165], [-1.152094, -0.029831, 0.799133], [3.062702, 1.418904, 2.102924], [2.252351, 1.720407, 0.551287], [2.993330, 0.133497, 0.893503], [0.652683, -1.286860, 5.629211], [-0.235405, -1.960709, 7.009121], [-2.194258, -0.675812, 7.954498], [-2.997982, 1.571347, 8.577757], [-2.076601, 3.574497, 7.442924], [-0.362702, 3.298179, 5.678824], [0.427762, 1.036313, 5.060184], [1.079544, 2.957642, 3.313574], [-0.927320, 4.412590, 3.501847], [-3.049822, 3.691916, 2.445519], [-3.164097, 1.565641, 1.178241], [-3.210488, -4.127563, -3.086135], [-2.068163, -3.347724, -2.475985], [-2.359668, -2.724914, -0.859687], [-0.903010, -3.132388, -3.103921], [-0.612280, -3.642735, -4.490465], [0.383084, -2.206543, -2.368038], [-4.075403, -4.103207, -2.423978], [-2.946795, -5.177834, -3.246506], [-3.517451, -3.713898, -4.052180], [-1.524229, -3.893260, -5.035431], [0.016649, -4.538095, -4.452608], [-0.063028, -2.890446, -5.060590], [-4.959244, -0.133668, -1.992978], [-3.256804, 0.567965, -1.812579], [-2.637188, 0.268175, -3.511136], [-3.637674, 2.358863, -1.871197], [-4.759627, 2.887522, -1.227956], [-4.961470, 4.258467, -1.144341], [-4.041345, 5.136445, -1.700905], [-2.917334, 4.626235, -2.337857], [-2.718291, 3.256365, -2.418847], [-5.607054, 0.454630, -2.648609], [-5.429575, -0.244617, -1.015104], [-4.842893, -1.137793, -2.404998], [-3.295106, 0.650591, -4.296368], [-2.516806, -0.814234, -3.611477], [-1.642600, 0.699718, -3.612273], [-5.484280, 2.218272, -0.777372], [-5.838929, 4.641997, -0.635523], [-4.193222, 6.207051, -1.630228], [-2.178865, 5.297856, -2.761985], [-1.823432, 2.874055, -2.890956], [3.581084, 1.254273, -2.495883], [1.705428, 1.869533, -2.549084], [0.320623, 1.095582, -1.333489], [1.662466, 3.695737, -2.321000], [0.738459, 4.301380, -1.478003], [0.727124, 5.684713, -1.327526], [1.632014, 6.469162, -2.025022], [2.560962, 5.867719, -2.868864], [2.579966, 4.489509, -3.008995], [1.068137, 1.678744, -4.259747], [0.378226, 2.674468, -4.942085], [-0.161350, 2.423849, -6.199461], [-0.013322, 1.175733, -6.783529], [0.680048, 0.177654, -6.107375], [1.218157, 0.426204, -4.856015], [0.030883, 3.679891, -0.940210], [0.003452, 6.140959, -0.662498], [1.621191, 7.547003, -1.909101], [3.276851, 6.475658, -3.410117], [3.318352, 4.009296, -3.640474], [0.249639, 3.651532, -4.491225], [-0.706637, 3.206238, -6.714423], [-0.443958, 0.975793, -7.757740], [0.787835, -0.805524, -6.550168], [1.740450, -0.355542, -4.315784], [4.838955, -2.636187, 3.974394], [4.287342, -2.571585, 2.572695], [5.032740, -1.995743, 1.542146], [4.496749, -1.862460, 0.269250], [5.294369, -1.219353, -0.833084], [3.201776, -2.322301, 0.030739], [2.438531, -2.925367, 1.034773], [3.012085, -3.034819, 2.310222], [1.135798, -3.369963, 0.741534], [0.973058, -4.841253, 0.797723], [-0.281198, -5.255469, 0.029541], [0.851019, -5.389409, 2.230724], [2.161758, -5.522627, 0.098933], [5.918326, -2.473420, 3.983453], [4.633694, -3.602870, 4.438329], [4.381065, -1.868938, 4.604400], [6.040607, -1.641241, 1.740446], [6.363327, -1.397745, -0.696877], [5.123931, -0.140202, -0.856279], [4.993425, -1.595793, -1.810622], [2.789207, -2.267971, -0.972042], [2.408342, -3.419028, 3.122749], [-0.267067, -4.842868, -0.981223], [-1.186790, -4.914569, 0.527582], [-0.317382, -6.347227, -0.038540], [0.123973, -4.806136, 2.797585], [1.809259, -5.379187, 2.752140], [0.509440, -6.429264, 2.195580], [2.248048, -5.150424, -0.924882], [2.004859, -6.605011, 0.069306], [3.103050, -5.325923, 0.615345]],
  "forces_ev_per_a": [[0.204, -0.449, 0.136], [-0.027, 0.014, 0.003], [0.049, -0.030, -0.058], [-0.083, -0.127, 0.310], [-0.016, 0.117, -0.080], [-0.140, 0.068, 0.048], [0.096, -0.075, -0.046], [0.011, -0.004, -0.031], [0.060, -0.028, 0.101], [-0.032, 0.012, 0.017], [0.008, -0.004, 0.018], [-0.004, 0.008, -0.007], [0.005, -0.027, 0.005], [0.015, 0.034, 0.039], [-0.004, -0.029, -0.021], [-0.044, -0.047, 0.050], [-0.026, 0.074, -0.078], [0.029, -0.023, -0.072], [-0.001, 0.008, -0.003], [-0.013, 0.012, 0.009], [0.122, 0.153, -0.163], [0.038, -0.262, 0.053], [0.006, 0.005, -0.004], [0.011, -0.010, 0.004], [-0.009, 0.019, 0.001], [-0.012, -0.011, 0.003], [-0.021, 0.004, -0.002], [0.003, -0.003, 0.005], [-0.002, 0.002, 0.004], [-0.001, 0.003, 0.003], [-0.011, -0.047, 0.030], [-0.017, 0.011, 0.048], [0.002, -0.007, 0.006], [-0.005, 0.009, -0.014], [-0.002, 0.000, -0.007], [0.002, 0.003, 0.005], [-0.005, -0.005, -0.013], [0.015, 0.008, -0.001], [-0.150, 0.022, 0.061], [-0.025, 0.026, -0.021], [0.012, 0.003, -0.010], [-0.090, -0.079, 0.048], [0.002, 0.003, 0.001], [0.000, 0.001, 0.003], [0.003, 0.002, 0.000], [0.002, -0.004, 0.002], [0.007, 0.001, 0.005], [-0.017, 0.009, 0.000], [-0.009, -0.018, -0.013], [-0.030, -0.014, 0.122], [0.033, -0.037, -0.051], [-0.058, 0.024, -0.049], [0.008, 0.003, -0.021], [0.000, 0.002, 0.004], [-0.003, -0.001, 0.011], [0.010, 0.019, -0.010], [-0.009, 0.031, 0.015], [0.026, -0.003, -0.023], [-0.017, 0.027, -0.008], [0.010, -0.012, 0.036], [-0.020, 0.006, 0.024], [0.004, 0.009, -0.012], [0.073, 0.023, -0.024], [0.000, 0.007, 0.000], [0.000, -0.001, -0.002], [0.000, 0.000, 0.000], [-0.006, -0.009, 0.007], [0.092, -0.018, -0.037], [-0.025, 0.051, -0.040], [-0.111, 0.042, -0.004], [0.142, 0.019, -0.018], [0.004, 0.009, -0.019], [-0.021, 0.009, -0.025], [-0.012, -0.012, 0.003], [0.006, 0.006, -0.008], [-0.007, 0.000, 0.006], [-0.001, 0.001, 0.011], [0.015, -0.047, -0.006], [-0.044, 0.009, 0.038], [-0.002, -0.001, 0.003], [-0.004, 0.009, 0.001], [-0.020, -0.014, 0.022], [-0.003, -0.021, 0.024], [0.017, 0.000, 0.011], [0.000, 0.005, 0.001], [0.003, 0.000, 0.000], [-0.001, -0.001, 0.002], [-0.003, -0.006, 0.000], [-0.005, 0.000, 0.009], [0.003, 0.000, -0.005], [0.003, 0.003, -0.004], [0.003, 0.004, -0.008], [-0.023, 0.029, -0.028], [0.008, 0.010, 0.004], [0.029, 0.011, -0.023], [-0.037, -0.022, 0.025], [0.073, 0.020, -0.035], [0.037, -0.005, 0.044], [0.029, -0.100, -0.023], [0.124, 0.090, -0.067], [-0.057, 0.042, 0.024], [-0.201, 0.544, -0.206], [0.030, -0.048, -0.116], [-0.009, 0.025, 0.015], [0.016, -0.024, 0.010], [-0.007, 0.002, -0.007], [0.000, -0.005, -0.002], [-0.005, 0.000, -0.001], [-0.001, 0.000, -0.004], [0.000, -0.001, 0.001], [0.016, -0.018, 0.007], [0.019, -0.077, 0.038], [-0.001, 0.003, 0.008], [-0.004, 0.018, 0.011], [-0.003, 0.010, -0.008], [0.000, -0.006, -0.008], [-0.004, 0.008, 0.003], [-0.002, 0.001, 0.004], [-0.002, 0.009, -0.015], [-0.007, 0.019, -0.007], [0.001, -0.002, 0.007], [0.002, -0.001, -0.001], [-0.002, 0.000, 0.004], [-0.001, 0.001, -0.002]]
}